The following is a quantum chemistry calculation of a 6-piece molecular cluster, C24H42N6 overall, from the OMol25 dataset.

Results
Kohn-Sham gap   11.63 eV
Relative energy (zero: lowest compared OMol25 entry of this formula, charge and spin)   48.0 kJ/mol
HOMO energy   -11.281 eV
SMILES   CCCC#N.CCCC#N.CCCC#N.CCCC#N.CCCC#N.CCCC#N

Last column: Löwdin charge in e.
Geometry (Å):
C 6.6341 13.5561 24.3842  -0.107
C 6.7142 14.4138 25.6395  -0.272
C 5.9645 13.8848 26.8619  -0.192
C 4.5090 13.9380 26.7585  -0.235
N 3.3641 13.9827 26.7094  0.143
H 7.1329 14.0615 23.5578  0.053
H 5.6250 13.2555 24.1020  0.077
H 7.1857 12.6168 24.5167  0.061
H 6.4361 15.4435 25.4030  0.103
H 7.7634 14.5074 25.9330  0.087
H 6.2646 14.5060 27.7082  0.118
H 6.2631 12.8572 27.0753  0.120
C 3.8062 21.9191 25.6535  -0.110
C 3.3914 21.3441 26.9972  -0.250
C 4.6160 20.9523 27.8276  -0.204
C 5.4032 22.0960 28.2498  -0.239
N 6.0036 23.0151 28.5954  0.145
H 2.9342 22.0744 25.0214  0.077
H 4.5259 21.2814 25.1346  0.042
H 4.3349 22.8722 25.7484  0.079
H 2.7753 20.4649 26.8179  0.112
H 2.8181 22.1187 27.5078  0.112
H 5.2152 20.2583 27.2239  0.110
H 4.3880 20.3085 28.6819  0.119
C 6.8680 23.6416 20.6513  -0.116
C 8.0753 23.2509 19.8163  -0.266
C 8.1378 23.9874 18.4747  -0.197
C 8.5114 25.3911 18.6251  -0.239
N 8.7994 26.4928 18.7613  0.141
H 6.8292 24.7146 20.8582  0.077
H 6.8585 23.1391 21.6161  0.040
H 5.9384 23.3632 20.1517  0.072
H 7.9814 22.1826 19.5895  0.105
H 9.0208 23.3203 20.3563  0.111
H 7.1384 23.9475 18.0349  0.119
H 8.8279 23.4894 17.7950  0.115
C 7.4995 18.1575 22.2577  -0.114
C 7.4017 18.5531 23.7245  -0.266
C 7.1884 20.0370 23.9649  -0.166
C 6.1878 20.6348 23.0609  -0.214
N 5.4114 21.1210 22.3688  0.190
H 6.6572 18.5300 21.6672  0.062
H 7.5301 17.0777 22.1308  0.057
H 8.3800 18.5826 21.7611  0.079
H 8.2718 18.1957 24.2739  0.084
H 6.5730 17.9640 24.1347  0.107
H 8.1018 20.6009 23.7430  0.127
H 6.8747 20.3014 24.9754  0.106
C 0.7496 20.7544 19.1853  -0.110
C 2.1630 20.1858 19.1750  -0.268
C 2.9601 20.3973 20.4585  -0.222
C 2.6269 19.4814 21.5461  -0.252
N 2.3494 18.7640 22.3972  0.136
H 0.3857 20.7561 18.1587  0.070
H 0.7412 21.7893 19.5356  0.073
H 0.0872 20.1877 19.8384  0.075
H 2.7140 20.7087 18.3876  0.104
H 2.1150 19.1425 18.8593  0.111
H 2.7634 21.3996 20.8461  0.115
H 4.0241 20.3228 20.2467  0.091
C 10.4668 12.2603 25.3662  -0.085
C 11.3438 12.8598 24.2522  -0.247
C 10.5557 13.5846 23.1714  -0.196
C 9.9050 14.8001 23.6059  -0.208
N 9.3823 15.7504 23.9821  0.193
H 10.5940 11.1808 25.4477  0.073
H 9.4073 12.4258 25.1609  0.047
H 10.6888 12.6895 26.3408  0.074
H 11.9383 12.0916 23.7551  0.106
H 12.1058 13.5002 24.7024  0.110
H 9.7825 12.8863 22.8257  0.125
H 11.1677 13.7331 22.2808  0.122